1.
Entry from OMol25: a cluster of 7 separate species, C59H50BF6IN6O20 in total (ωB97M-V with the def2-TZVPD basis set).

The geometry in ORCA input format:
```
! RIJCOSX wB97M-V def2-TZVPD def2/J DEFGRID3
* xyz 0 1
C 1.293 5.370 2.909
C 1.594 4.979 1.461
O 2.067 3.639 1.423
C 0.369 5.139 0.564
O -0.625 4.181 0.892
C -0.534 2.932 0.365
C -0.216 2.697 -0.965
C -0.195 1.393 -1.444
C -0.515 0.340 -0.602
C -0.843 0.584 0.726
C -0.851 1.871 1.232
C -1.221 2.169 2.661
C -1.004 1.054 3.663
O 0.313 1.127 4.217
C 0.390 0.893 5.588
C 0.382 2.206 6.345
F -0.727 2.937 6.113
F 0.457 1.992 7.680
F 1.437 2.974 6.005
C -0.559 -1.037 -1.147
O -1.341 -1.850 -0.714
C 0.405 -1.323 -2.268
C 0.961 -2.597 -2.441
B 0.632 -3.857 -1.504
O 1.646 -4.424 -0.771
O -0.620 -4.384 -1.449
C 1.876 -2.744 -3.494
I 2.746 -4.589 -3.958
C 2.223 -1.691 -4.322
C 1.674 -0.428 -4.134
C 2.115 0.662 -5.084
O 3.481 0.537 -5.494
C 4.444 0.737 -4.575
F 4.000 1.359 -3.463
F 5.009 -0.430 -4.186
F 5.418 1.487 -5.113
C 0.752 -0.240 -3.102
C 0.130 1.094 -2.858
O -0.098 1.903 -3.736
H 0.217 5.390 3.084
H 1.728 4.633 3.580
H 1.693 6.357 3.131
H 2.342 5.659 1.037
H 2.790 3.563 0.796
H -0.074 6.115 0.770
H 0.636 5.132 -0.494
H 0.008 3.507 -1.642
H -1.114 -0.271 1.329
H -0.617 3.013 2.996
H -2.259 2.505 2.721
H -1.745 1.161 4.455
H -1.145 0.056 3.244
H 1.342 0.411 5.820
H -0.408 0.250 5.967
H 2.283 -3.776 -0.455
H -0.854 -4.594 -0.537
H 2.932 -1.849 -5.121
H 1.538 0.544 -6.000
H 1.905 1.658 -4.709
O -6.174 0.441 -3.914
N -6.567 -0.577 -3.383
O -7.715 -0.773 -3.032
C -5.585 -1.643 -3.130
C -4.261 -1.428 -3.469
C -3.338 -2.424 -3.195
C -3.746 -3.609 -2.598
C -5.082 -3.808 -2.279
C -6.016 -2.820 -2.545
H -3.959 -0.499 -3.929
H -2.294 -2.275 -3.437
H -3.014 -4.371 -2.369
H -5.397 -4.731 -1.811
H -7.058 -2.956 -2.298
O 11.973 1.491 -7.891
N 11.449 0.508 -8.375
O 11.981 -0.237 -9.171
C 10.067 0.200 -7.967
C 9.426 1.050 -7.085
C 8.122 0.762 -6.716
C 7.485 -0.361 -7.227
C 8.151 -1.204 -8.107
C 9.454 -0.926 -8.485
H 9.936 1.918 -6.697
H 7.601 1.415 -6.032
H 6.464 -0.578 -6.940
H 7.654 -2.079 -8.503
H 9.986 -1.570 -9.170
O -4.102 0.839 4.309
N -4.616 -0.234 4.053
O -4.710 -1.153 4.839
C -5.136 -0.420 2.688
C -5.045 0.636 1.798
C -5.525 0.466 0.510
C -6.087 -0.747 0.132
C -6.166 -1.793 1.042
C -5.685 -1.637 2.332
H -4.611 1.575 2.106
H -5.462 1.280 -0.199
H -6.459 -0.878 -0.876
H -6.596 -2.740 0.744
H -5.734 -2.447 3.041
O 2.891 -1.623 8.743
N 2.589 -1.958 9.870
O 2.758 -3.068 10.330
C 1.966 -0.944 10.741
C 1.735 0.318 10.230
C 1.130 1.263 11.043
C 0.775 0.935 12.345
C 1.025 -0.338 12.840
C 1.626 -1.293 12.035
H 2.016 0.561 9.217
H 0.935 2.254 10.656
H 0.300 1.674 12.976
H 0.750 -0.591 13.854
H 1.824 -2.288 12.403
O 1.355 2.519 -10.441
N 1.077 2.318 -9.279
O 1.190 1.247 -8.715
C 0.569 3.453 -8.489
C 0.401 4.681 -9.099
C -0.101 5.732 -8.347
C -0.409 5.550 -7.004
C -0.213 4.309 -6.411
C 0.261 3.247 -7.159
H 0.650 4.811 -10.142
H -0.246 6.698 -8.811
H -0.792 6.376 -6.420
H -0.447 4.147 -5.367
H 0.386 2.286 -6.687
O -3.492 -3.541 3.157
N -3.283 -4.728 3.304
O -2.691 -5.429 2.508
C -3.790 -5.358 4.534
C -4.485 -4.576 5.438
C -4.972 -5.176 6.588
C -4.758 -6.530 6.814
C -4.050 -7.291 5.893
C -3.559 -6.705 4.739
H -4.637 -3.523 5.251
H -5.520 -4.584 7.308
H -5.144 -6.993 7.713
H -3.882 -8.344 6.073
H -3.007 -7.283 4.012
*
```

Gap between HOMO and LUMO   7.9 eV
HOMO   -0.3312 hartree
Molar mass   1414.775 g/mol
SMILES   C[C@@H](O)COc1cc2c(cc1CCOCC(F)(F)F)C(=O)c1c(B(O)O)c(I)cc(COC(F)(F)F)c1C2=O.O=[N+]([O-])c1ccccc1.O=[N+]([O-])c1ccccc1.O=[N+]([O-])c1ccccc1.O=[N+]([O-])c1ccccc1.O=[N+]([O-])c1ccccc1.O=[N+]([O-])c1ccccc1

2.
Entry from OMol25: a structure of composition C59H50Br2N6O4P2ReS (ωB97M-V with the def2-TZVPD basis set).

The geometry in ORCA input format:
```
! RIJCOSX wB97M-V def2-TZVPD def2/J DEFGRID3
* xyz 4 2
Re 1.184 -0.328 -0.695
C -2.296 11.414 5.632
O -1.531 11.215 4.402
C -1.288 10.038 3.932
C -0.513 10.017 2.725
C -0.200 8.830 2.147
C -0.635 7.610 2.727
C -1.404 7.642 3.929
C -1.731 8.818 4.525
C -0.330 6.331 2.152
N -0.690 5.169 2.687
C -0.205 4.224 1.853
C 0.463 4.800 0.782
N 0.373 6.143 0.982
C 1.094 4.033 -0.260
C 1.826 4.535 -1.336
C 2.395 3.640 -2.214
C 2.226 2.274 -2.017
N 1.519 1.761 -1.001
C 0.967 2.643 -0.136
C 0.263 2.031 0.951
N 0.240 0.682 0.928
C -0.346 0.065 1.950
C -0.927 0.739 3.017
C -0.916 2.117 3.037
C -0.311 2.788 1.976
H -2.305 12.488 5.775
H -1.784 10.918 6.452
H -3.304 11.034 5.486
H -0.197 10.965 2.311
H 0.391 8.837 1.241
H -1.722 6.702 4.357
H -2.316 8.832 5.433
H 0.766 6.865 0.401
H 1.955 5.599 -1.481
H 2.980 3.980 -3.056
H 2.680 1.578 -2.702
H -0.361 -1.015 1.915
H -1.395 0.171 3.808
H -1.354 2.678 3.851
Br 7.391 -1.409 -3.117
C 5.714 -1.040 -2.416
C 5.558 -0.685 -1.085
C 4.288 -0.455 -0.597
N 3.183 -0.545 -1.360
C 3.349 -0.811 -2.679
C 4.587 -1.088 -3.225
C 2.125 -0.689 -3.496
C 2.118 -0.809 -4.873
C 0.937 -0.574 -5.566
Br 0.893 -0.734 -7.415
C -0.197 -0.212 -4.856
C -0.119 -0.128 -3.483
N 1.010 -0.371 -2.801
H 6.412 -0.588 -0.429
H 4.128 -0.189 0.434
H 4.691 -1.324 -4.274
H 3.015 -1.068 -5.414
H -1.133 -0.012 -5.359
H -0.964 0.141 -2.878
O -1.027 -0.624 -0.876
P -2.134 -1.592 -0.474
C -1.404 -3.154 0.065
P 0.078 -3.613 -0.869
O 1.095 -2.476 -0.725
C 0.631 -5.149 -0.156
C 0.595 -5.358 1.230
C 1.019 -6.561 1.764
C 1.485 -7.568 0.924
C 1.522 -7.372 -0.448
C 1.091 -6.170 -0.991
C -0.354 -3.948 -2.562
C -1.523 -4.646 -2.873
C -1.815 -4.954 -4.190
C -0.931 -4.591 -5.200
C 0.252 -3.933 -4.892
C 0.538 -3.606 -3.575
C -3.316 -1.954 -1.761
C -4.197 -3.021 -1.563
C -5.187 -3.291 -2.490
C -5.321 -2.485 -3.614
C -4.478 -1.398 -3.796
C -3.481 -1.127 -2.870
C -3.086 -0.952 0.893
C -3.530 0.370 0.795
C -4.329 0.904 1.790
C -4.693 0.125 2.884
C -4.266 -1.191 2.980
C -3.466 -1.734 1.982
H -2.125 -3.972 0.047
H -1.076 -3.028 1.101
H 0.220 -4.590 1.895
H 0.973 -6.728 2.832
H 1.806 -8.512 1.342
H 1.875 -8.161 -1.099
H 1.111 -6.034 -2.064
H -2.200 -4.974 -2.094
H -2.723 -5.491 -4.430
H -1.155 -4.845 -6.228
H 0.955 -3.693 -5.679
H 1.474 -3.125 -3.324
H -4.129 -3.641 -0.675
H -5.862 -4.122 -2.334
H -6.099 -2.692 -4.336
H -4.613 -0.750 -4.652
H -2.862 -0.253 -2.998
H -3.259 0.973 -0.064
H -4.686 1.923 1.709
H -5.328 0.541 3.655
H -4.568 -1.800 3.821
H -3.161 -2.771 2.062
O 2.220 -0.889 1.100
S 1.980 -2.186 1.914
C 2.677 -1.837 3.530
C 3.299 -3.166 3.944
C 4.125 -3.629 2.740
C 3.286 -3.371 1.478
H 1.897 -1.464 4.190
H 3.431 -1.062 3.372
H 2.522 -3.895 4.186
H 3.908 -3.039 4.838
H 4.387 -4.682 2.814
H 5.056 -3.065 2.692
H 2.787 -4.262 1.100
H 3.836 -2.912 0.657
*
```

Gap between HOMO and LUMO (spin up / spin down)   6.9 / 4.7 eV
HOMO (spin up / spin down)   -0.5891 / -0.5901 hartree
Molar mass   1347.117 g/mol
⟨S²⟩   0.788

3.
Entry from OMol25: a structure of composition C59H52ClIN7O3PSiTa (ωB97M-V with the def2-TZVPD basis set).

The geometry in ORCA input format:
```
! RIJCOSX wB97M-V def2-TZVPD def2/J DEFGRID3
* xyz 3 1
Ta 0.608 -0.433 -0.046
O 3.667 3.067 6.204
N 4.066 2.483 5.224
O 5.223 2.380 4.865
C 3.046 1.803 4.392
C 1.978 1.300 5.036
C 0.956 0.607 4.307
C -0.198 0.088 4.922
C -1.148 -0.515 4.145
C -0.937 -0.619 2.768
N 0.146 -0.143 2.157
C 1.084 0.473 2.932
C 2.215 1.027 2.265
N 2.233 0.871 0.920
C 3.266 1.351 0.241
C 4.313 2.033 0.853
C 4.292 2.219 2.213
C 3.221 1.692 2.965
H 1.889 1.426 6.107
H -0.324 0.178 5.995
H -2.055 -0.924 4.566
H -1.679 -1.099 2.158
H 3.261 1.202 -0.831
H 5.129 2.413 0.253
H 5.089 2.753 2.705
I -2.327 0.167 -0.175
C -3.400 1.946 -0.234
C -4.734 1.646 -0.177
C -5.690 2.678 -0.199
C -5.256 3.962 -0.270
C -3.875 4.278 -0.330
C -3.518 5.642 -0.402
C -2.212 6.015 -0.460
C -1.223 5.023 -0.450
C -1.500 3.673 -0.394
P 0.097 2.699 -0.381
C 0.953 3.468 -1.796
C 2.338 3.647 -1.855
C 2.936 4.183 -2.987
C 2.163 4.535 -4.084
C 0.787 4.358 -4.040
C 0.186 3.829 -2.908
C 0.736 3.460 1.165
C 1.772 4.382 1.257
C 2.096 4.951 2.487
C 1.382 4.618 3.627
C 0.326 3.716 3.535
C 0.012 3.138 2.318
C -2.867 3.259 -0.323
H -5.071 0.619 -0.112
H -6.743 2.436 -0.159
H -5.965 4.780 -0.283
H -4.308 6.382 -0.409
H -1.927 7.056 -0.514
H -0.195 5.357 -0.495
H 2.966 3.390 -1.016
H 4.006 4.341 -3.005
H 2.630 4.953 -4.966
H 0.176 4.642 -4.887
H -0.891 3.714 -2.890
H 2.311 4.705 0.379
H 2.895 5.680 2.542
H 1.626 5.076 4.577
H -0.270 3.489 4.411
H -0.840 2.465 2.254
Cl 2.319 -1.911 1.084
C 2.456 -1.431 -0.639
H 2.382 -2.352 -1.193
H 3.409 -0.938 -0.794
C 0.766 -1.898 -3.067
N 0.518 -0.506 -2.488
C -0.833 -0.089 -3.062
N -0.884 -0.133 -4.496
C -0.630 -1.503 -4.944
N 0.692 -1.937 -4.495
C 1.709 -1.039 -5.051
N 1.480 0.337 -4.598
C 1.542 0.393 -3.159
C 0.146 0.751 -5.046
H 0.017 -2.565 -2.637
H 1.763 -2.210 -2.792
H -1.029 0.930 -2.726
H -1.582 -0.764 -2.662
H -0.670 -1.540 -6.031
H -1.393 -2.171 -4.540
H 1.658 -1.072 -6.138
H 2.701 -1.368 -4.737
H 1.370 1.407 -2.828
H 2.533 0.060 -2.833
H 0.107 0.716 -6.133
H -0.043 1.772 -4.719
O -0.306 -2.019 -0.090
Si -0.835 -3.658 0.402
C -1.099 -3.630 2.235
C -2.395 -3.716 2.761
C -2.607 -3.863 4.128
C -1.525 -3.933 4.993
C -0.228 -3.856 4.493
C -0.022 -3.709 3.131
C 0.518 -4.867 0.049
C 0.644 -5.972 0.902
C 1.542 -6.994 0.625
C 2.342 -6.932 -0.505
C 2.232 -5.852 -1.371
C 1.325 -4.842 -1.096
C -2.375 -4.056 -0.517
C -2.930 -5.319 -0.262
C -4.068 -5.743 -0.928
C -4.670 -4.919 -1.872
C -4.129 -3.674 -2.151
C -2.989 -3.252 -1.478
H -3.251 -3.688 2.095
H -3.616 -3.951 4.512
H -1.688 -4.073 6.054
H 0.617 -3.948 5.163
H 0.996 -3.715 2.759
H 0.037 -6.046 1.798
H 1.615 -7.842 1.293
H 3.041 -7.730 -0.719
H 2.840 -5.810 -2.265
H 1.222 -4.041 -1.814
H -2.469 -5.985 0.462
H -4.483 -6.720 -0.718
H -5.555 -5.255 -2.395
H -4.591 -3.036 -2.895
H -2.573 -2.284 -1.720
*
```

Gap between HOMO and LUMO   6.1 eV
HOMO   -0.5591 hartree
Molar mass   1309.476 g/mol

These records have E_tot values of -5032.972963, -9214.004015, -4333.456705 a.u., in the order they appear.